{"formula": "C5H12O", "method": "the ωB97M-V functional and the def2-TZVPD basis", "species": ["C", "C", "C", "C", "O", "C", "H", "H", "H", "H", "H", "H", "H", "H", "H", "H", "H", "H"], "coordinates": [[0.268277, 0.224379, 2.874095], [0.460558, 0.041439, 1.371406], [0.089376, 0.153249, -1.791598], [1.012898, -0.928984, -2.222862], [-1.128119, -0.158140, -1.509462], [-2.075771, 0.585056, -0.990926], [0.026673, 1.265596, 3.113250], [-0.554801, -0.397089, 3.242746], [1.168802, -0.047126, 3.435588], [0.703982, -0.998640, 1.124599], [1.276642, 0.669326, 0.995357], [0.395758, 1.184696, -1.628159], [1.816378, -1.094200, -1.489973], [1.491928, -0.705603, -3.184990], [0.456213, -1.864694, -2.328803], [-3.045793, 0.115428, -0.956435], [-0.461017, 0.304313, 0.835166], [-1.901983, 1.650996, -0.888999]], "forces_ev_per_a": [[0.0, 0.0, 0.1], [0.0, 0.0, 0.0], [0.9, 0.4, -0.2], [0.0, 0.0, 0.0], [-0.5, -0.8, -0.1], [-0.4, 0.5, 0.1], [0.0, -0.1, 0.0], [0.1, 0.1, 0.0], [-0.1, 0.0, -0.1], [0.0, 0.2, 0.0], [-0.1, -0.1, 0.1], [0.0, -0.1, 0.0], [-0.1, 0.0, -0.1], [-0.1, 0.0, 0.1], [0.1, 0.1, 0.0], [0.1, 0.1, 0.0], [0.2, 0.0, 0.1], [0.0, -0.1, 0.0]], "nbo_charge": [-0.604, -0.615, 0.112, -0.675, -0.357, -0.212, 0.200, 0.202, 0.200, 0.200, 0.197, 0.153, 0.216, 0.218, 0.229, 0.175, 0.209, 0.154], "largest_force_ev_per_a": 1.01, "orbital_gap_ev": [7.93, 8.30], "multiplicity": 1, "relative_energy_kj_mol": 370.6, "e_lumo_ev": [1.0, 1.1]}